DFT (the ωB97M-V functional and the def2-TZVPD basis) results for a gas-phase ion, C5H10NO (charge +1).

Geometry as XYZ:
```
17
C5H10NO (the ωB97M-V functional and the def2-TZVPD basis)
O 1.06 0.70 1.68
C 1.10 -0.44 1.34
C 0.52 -0.87 -0.06
C -1.05 -1.02 0.12
C -1.60 0.32 -0.44
C -0.72 0.75 -1.59
N 0.69 0.43 -0.87
H 1.26 -1.27 2.04
H 1.19 -1.63 -0.51
H -1.21 -1.14 1.19
H -1.36 -1.91 -0.42
H -1.51 0.95 0.45
H -2.65 0.31 -0.82
H -0.55 0.11 -2.45
H -0.68 1.83 -1.78
H 1.57 0.40 -1.37
H 0.85 1.22 -0.23
```

Net charge ... +1
Spin multiplicity ... 1
SMILES ... O=C[C@H]1CCC[NH2+]1
Energy relative to the best compared isomer or geometry (same formula, charge and spin) ... 1.447 eV
Energy ... -8877.134 eV
F_max ... 3.65 eV/A
HOMO-LUMO gap ... 11.3 eV

Atom charges from the natural (NBO) analysis, given in e for atoms 1 to 8: O -0.4967; C 0.4287; C -0.1510; C -0.3972; C -0.4545; C -0.1681; N -0.5455; H 0.1656

***

DFT (the ωB97M-V functional and the def2-TZVPD basis) results for a molecular structure, C26H26NO2PS3Se2Zn.

Geometry as XYZ:
```
62
C26H26NO2PS3Se2Zn (the ωB97M-V functional and the def2-TZVPD basis)
Zn -0.76 -1.94 0.13
S -4.79 -3.85 0.27
C -5.05 -2.17 -0.01
C -3.89 -1.48 -0.17
C -2.73 -2.28 -0.08
C -3.05 -3.58 0.18
C -2.10 -4.63 0.34
C -2.44 -5.96 0.66
C -1.45 -6.91 0.74
C -0.13 -6.54 0.49
C 0.12 -5.21 0.19
N -0.82 -4.29 0.13
H -6.06 -1.80 -0.05
H -3.86 -0.42 -0.35
H -3.48 -6.21 0.84
H -1.68 -7.93 0.99
H 0.67 -7.26 0.52
H 1.12 -4.86 -0.04
O 4.18 -1.90 3.42
C 3.72 -0.76 2.72
C 2.43 -1.05 1.92
C 1.92 0.31 1.41
O 2.92 1.22 1.00
C 2.80 -2.03 0.79
Se 1.67 -2.08 -0.84
C 1.44 -1.67 2.91
Se -0.50 -1.35 2.65
H 4.93 -1.62 3.96
H 4.51 -0.41 2.02
H 3.51 0.05 3.44
H 1.31 0.76 2.21
H 1.28 0.17 0.54
H 3.34 1.58 1.78
H 2.81 -3.05 1.18
H 3.80 -1.80 0.41
H 1.63 -1.27 3.91
H 1.55 -2.76 2.96
S -3.64 3.52 -1.49
P -1.82 2.76 -1.44
S -1.60 0.82 -1.21
C -0.90 3.18 -2.97
C -1.56 3.64 -4.10
C -0.89 3.77 -5.30
C 0.46 3.44 -5.38
C 1.13 3.00 -4.24
C 0.46 2.87 -3.04
C -0.84 3.74 -0.23
C -0.64 5.09 -0.50
C 0.05 5.87 0.40
C 0.53 5.32 1.57
C 0.31 3.98 1.85
C -0.37 3.18 0.95
H -2.61 3.89 -4.01
H -1.41 4.11 -6.18
H 0.98 3.50 -6.32
H 2.17 2.73 -4.30
H 0.97 2.52 -2.16
H -1.04 5.50 -1.42
H 0.21 6.92 0.19
H 1.08 5.93 2.28
H 0.68 3.55 2.77
H -0.54 2.13 1.13
```

Net charge ... -2
Spin multiplicity ... 1
Energy relative to the best compared isomer or geometry (same formula, charge and spin) ... 0.019 eV
Energy ... -253877.984 eV
F_max ... 1.27 eV/A
HOMO-LUMO gap ... 6.0 eV

Atom charges from the natural (NBO) analysis, given in e for atoms 1 to 8: Zn 1.4194; S 0.2852; C -0.4097; C -0.2610; C -0.4843; C -0.3100; C 0.2012; C -0.2630

***

DFT (the ωB97M-V functional and the def2-TZVPD basis) results for 2 unconnected molecules or ions with the total composition C4H13NS.

Geometry as XYZ:
```
19
C4H13NS (the ωB97M-V functional and the def2-TZVPD basis)
C -1.15 -2.00 -1.59
C -1.68 -1.12 -0.46
N -1.82 0.35 -0.83
H -1.73 -2.95 -1.47
H -1.61 -1.64 -2.44
H -0.07 -2.16 -1.67
H -2.79 -1.48 -0.29
H -1.16 -1.18 0.43
H -2.13 0.90 0.01
H -2.41 0.44 -1.62
C 2.38 1.82 1.80
C 1.75 0.67 1.02
S 1.46 1.25 -0.69
H 1.71 2.67 1.60
H 3.43 2.08 1.55
H 2.33 1.60 2.84
H 0.78 0.42 1.51
H 2.37 -0.25 1.17
H 0.35 0.56 -0.85
```

Spin multiplicity ... 1
SMILES ... CCN.CCS
Energy relative to the best compared isomer or geometry (same formula, charge and spin) ... 0.939 eV
Energy ... -16683.152 eV
F_max ... 4.21 eV/A
HOMO-LUMO gap ... 9.5 eV

Atom charges from the natural (NBO) analysis, given in e for atoms 1 to 8: C -0.6276; C -0.2024; N -0.8629; H 0.2125; H 0.2045; H 0.2218; H 0.1564; H 0.1880

***

DFT (the ωB97M-V functional and the def2-TZVPD basis) results for 14 unconnected molecules or ions with the total composition C42H116N4O14.

Geometry as XYZ:
```
176
C42H116N4O14 (the ωB97M-V functional and the def2-TZVPD basis)
C 14.09 9.47 16.60
C 15.28 8.95 15.87
C 15.19 9.04 14.35
O 16.47 9.62 16.24
H 14.18 9.48 17.69
H 13.19 8.89 16.37
H 13.86 10.50 16.31
H 15.34 7.88 16.08
H 16.08 8.67 13.84
H 15.05 10.06 14.00
H 14.36 8.44 13.97
H 16.26 10.52 16.47
C 17.57 10.66 9.65
C 17.71 10.57 8.12
C 18.92 9.65 7.72
O 16.50 10.05 7.70
H 18.52 10.89 10.14
H 17.20 9.72 10.06
H 16.93 11.49 9.94
H 17.79 11.57 7.69
H 19.89 10.04 8.01
H 18.90 9.64 6.63
H 18.82 8.64 8.13
H 16.37 9.25 8.22
C 20.49 15.96 15.21
C 20.70 16.70 16.49
C 21.36 15.82 17.54
O 21.60 17.71 16.27
H 19.70 15.22 15.36
H 21.38 15.43 14.85
H 20.19 16.59 14.37
H 19.74 17.07 16.85
H 21.49 16.35 18.48
H 22.31 15.46 17.15
H 20.68 14.98 17.70
H 22.39 17.34 15.88
C 16.55 13.18 13.13
C 15.90 14.43 13.69
C 16.79 15.61 13.42
O 14.66 14.57 13.09
H 16.70 13.27 12.05
H 15.99 12.27 13.32
H 17.49 13.00 13.65
H 15.77 14.29 14.77
H 17.79 15.38 13.80
H 16.44 16.49 13.97
H 16.87 15.90 12.38
H 14.80 14.68 12.14
C 17.40 15.65 19.04
C 15.93 15.82 18.56
C 15.73 16.64 17.20
O 15.34 14.51 18.45
H 17.96 15.30 18.18
H 17.62 14.99 19.88
H 17.59 16.65 19.43
H 15.39 16.33 19.36
H 14.67 16.55 16.96
H 16.33 16.19 16.41
H 16.12 17.65 17.28
H 14.39 14.60 18.49
C 20.92 15.83 11.49
C 20.86 14.91 10.22
C 20.39 13.47 10.54
O 19.78 15.38 9.40
H 20.93 16.91 11.33
H 21.80 15.74 12.13
H 20.08 15.56 12.13
H 21.83 14.94 9.72
H 21.08 12.99 11.23
H 20.40 12.86 9.64
H 19.36 13.46 10.90
H 20.11 16.10 8.85
C 15.96 18.53 10.44
C 17.23 18.06 9.70
C 18.54 18.46 10.40
O 17.09 16.62 9.54
H 16.04 19.58 10.72
H 15.90 17.92 11.34
H 15.03 18.41 9.90
H 17.17 18.57 8.74
H 18.70 19.54 10.44
H 19.41 17.91 10.04
H 18.48 18.15 11.44
H 17.93 16.15 9.52
C 12.31 10.65 13.52
C 11.57 11.58 12.53
C 12.50 12.11 11.37
O 10.62 10.82 11.87
H 12.81 9.83 13.01
H 11.68 10.26 14.33
H 13.06 11.22 14.07
H 11.07 12.41 13.03
H 13.33 12.75 11.68
H 11.94 12.60 10.57
H 13.09 11.30 10.95
H 10.25 10.25 12.55
C 18.95 10.35 13.53
C 19.05 8.79 13.56
C 20.44 8.28 13.15
O 20.75 8.69 11.78
C 22.12 8.75 11.61
N 18.75 8.41 14.90
H 17.98 10.64 13.94
H 18.95 10.76 12.53
H 19.66 10.82 14.22
H 18.31 8.39 12.86
H 20.49 7.20 13.29
H 21.09 8.78 13.87
H 22.72 9.14 12.44
H 22.37 9.38 10.76
H 22.46 7.80 11.22
H 17.85 8.74 15.24
H 19.38 8.69 15.63
C 11.17 15.69 11.07
C 11.55 17.13 11.41
C 11.98 17.29 12.88
O 12.12 18.71 13.22
C 12.45 18.94 14.53
N 12.75 17.36 10.68
H 11.96 15.02 11.41
H 11.05 15.54 10.00
H 10.27 15.43 11.64
H 10.78 17.84 11.10
H 12.94 16.79 13.03
H 11.32 16.75 13.56
H 12.74 19.96 14.81
H 13.26 18.30 14.90
H 11.55 18.68 15.10
H 13.15 18.24 10.98
H 13.36 16.57 10.83
C 9.83 10.36 17.01
C 9.40 11.82 17.27
C 10.11 12.80 16.26
O 11.52 12.87 16.52
C 12.31 13.63 15.57
N 7.96 11.87 16.98
H 10.91 10.28 16.93
H 9.40 9.98 16.08
H 9.41 9.70 17.77
H 9.65 12.02 18.31
H 9.57 13.74 16.36
H 10.03 12.49 15.22
H 13.31 13.22 15.70
H 12.22 14.70 15.77
H 12.04 13.50 14.52
H 7.86 11.39 16.10
H 7.57 11.16 17.59
C 20.32 20.09 13.58
C 19.43 20.54 14.71
C 18.02 19.97 14.78
O 17.15 20.35 13.67
C 15.80 19.96 13.90
N 20.11 20.31 15.98
H 19.76 20.16 12.65
H 20.64 19.05 13.60
H 21.16 20.79 13.51
H 19.30 21.61 14.60
H 17.60 20.36 15.71
H 18.09 18.89 14.89
H 15.66 19.01 13.39
H 15.14 20.64 13.35
H 15.44 19.97 14.93
H 20.84 21.01 16.03
H 20.65 19.47 15.91
C 17.67 12.36 17.20
O 16.28 12.15 17.35
H 17.80 13.07 16.39
H 18.05 12.79 18.13
H 18.28 11.47 17.06
H 15.88 13.02 17.36
C 14.43 14.80 9.17
O 14.91 15.30 10.40
H 15.24 14.60 8.47
H 13.75 13.95 9.26
H 13.87 15.67 8.83
H 15.68 15.81 10.16
```

Spin multiplicity ... 1
Energy relative to the best compared isomer or geometry (same formula, charge and spin) ... 3.411 eV
Energy ... -80055.597 eV
F_max ... 3.12 eV/A
HOMO-LUMO gap ... 8.8 eV

Atom charges from the Löwdin analysis, given in e for atoms 1 to 8: C -0.0532; C -0.4779; C -0.0491; O -0.0729; H 0.0916; H 0.0811; H 0.0691; H 0.1402

***

Question: Which of these has the highest energy?
Answer: C5H10NO